Record 1
# H20O10

A 10-piece molecular cluster, H20O10 overall in a non-equilibrium geometry (ωB97M-V with the def2-TZVPD basis set, the Open Molecules 2025 dataset).

Last column: Löwdin charge in e.
Element x y z (Å)
H (1.32437, 0.17154, -1.12011)  0.009
H (0.67810, 1.10573, -2.12989)  0.050
H (-2.90430, 0.01259, 0.30060)  0.096
H (-2.13192, -0.98871, -0.54254)  0.061
H (-3.04156, -1.69641, 1.91904)  0.023
H (-1.62772, -1.66028, 1.36247)  -0.016
H (1.42577, -1.70319, -2.55776)  0.050
H (0.71433, -1.73787, -1.21512)  0.019
H (3.13560, 1.83921, -0.86056)  0.036
H (4.45898, 1.10980, -1.02386)  0.045
H (-0.37703, 4.70182, 0.55238)  0.029
H (-0.49675, 4.15809, -0.86185)  0.027
H (-4.63083, -0.93140, -1.43212)  0.056
H (-3.27289, -1.60232, -1.55821)  0.040
H (-0.66705, 0.16180, 0.40371)  0.037
H (0.60289, 0.30630, 1.22615)  0.014
H (0.56610, 2.28207, 3.13841)  0.056
H (0.36625, 0.77679, 3.07329)  0.055
H (2.39805, -2.16932, 1.04569)  0.015
H (3.28409, -2.83562, 0.00597)  0.021
O (0.58097, 0.23397, -1.73039)  -0.111
O (-2.67091, -0.92139, 0.25367)  -0.107
O (-2.14527, -2.00070, 2.10088)  -0.099
O (1.58038, -1.86151, -1.61966)  -0.075
O (3.55119, 0.97987, -0.72715)  -0.043
O (-0.94034, 4.73408, -0.22905)  -0.057
O (-3.74913, -0.79953, -1.79845)  -0.062
O (0.23241, -0.17636, 0.47864)  -0.058
O (0.87253, 1.49409, 2.67561)  -0.044
O (2.88373, -2.98315, 0.87023)  -0.066

Output
* spin multiplicity: 1
* HOMO-LUMO gap: 9.765 eV
* ΔE to the lowest compared entry with this formula, charge and spin: 128.44 kcal/mol
* calculated total energy: -764.2772 a.u.
* SMILES: O.O.O.O.O.O.O.O.O.O
* LUMO: -0.291 eV
* HOMO energy: -10.06 eV

***

Record 2
# C4H14N3

A 2-piece molecular cluster, C4H14N3 overall (ωB97M-V with the def2-TZVPD basis set, the Open Molecules 2025 dataset).

Last column: Löwdin charge in e.
Element x y z (Å)
C (2.00523, 1.98604, -0.73994)  -0.006
C (0.26315, 2.49228, 0.89131)  0.155
N (0.77811, 2.62562, -0.26678)  -0.009
H (2.76052, 2.75495, -0.87866)  0.109
H (1.78618, 1.46737, -1.67027)  0.108
H (2.32838, 1.26639, 0.00570)  0.093
H (0.75013, 1.86168, 1.61467)  0.100
H (-0.63325, 3.05284, 1.12265)  0.128
H (0.26446, 3.18397, -0.94212)  0.175
C (-0.96025, -2.81757, -0.89675)  -0.123
N (-1.16557, -2.38619, 0.48695)  -0.122
C (-1.22447, -0.94516, 0.61807)  -0.325
N (0.11157, -0.33476, 0.73104)  0.007
H (-0.97354, -3.90408, -0.92747)  0.084
H (-1.73946, -2.43413, -1.57248)  0.081
H (0.00454, -2.46649, -1.26413)  0.067
H (-2.03455, -2.77557, 0.82083)  0.104
H (-1.76969, -0.69493, 1.52771)  0.116
H (-1.75558, -0.48410, -0.23000)  0.110
H (0.52526, -0.71292, 1.58033)  0.088
H (0.67884, -0.73523, -0.01066)  0.060

Output
* spin multiplicity: 1
* HOMO-LUMO gap: 7.669 eV
* net charge: +1
* ΔE to the lowest compared entry with this formula, charge and spin: 48.92 kcal/mol
* calculated total energy: -324.7869 a.u.
* LUMO: -4.501 eV
* HOMO energy: -12.17 eV

***

Record 3
# C8H18ClP2

An isolated ion of composition C8H18ClP2 and charge +1 in a non-equilibrium geometry (ωB97M-V with the def2-TZVPD basis set, the Open Molecules 2025 dataset).

Last column: Löwdin charge in e.
Element x y z (Å)
C (-2.51680, -2.79834, 1.39953)  -0.351
C (-1.06839, -2.52514, 1.76197)  -0.255
C (4.13846, 2.26687, -0.41049)  -0.107
C (-3.58922, -0.20459, -0.83804)  -0.380
C (2.93471, 1.37379, -0.97699)  -0.222
C (1.75096, 1.15003, 0.04349)  -0.247
C (0.62918, 0.51837, -0.67816)  -0.341
C (-0.85082, 0.75633, -0.16382)  -0.322
P (-1.85546, -0.54374, -1.24001)  0.830
P (-1.56224, -2.34091, -0.03501)  0.371
Cl (-0.99443, -4.00360, -0.85016)  0.436
H (-2.87354, -3.83461, 1.42282)  0.090
H (-3.28555, -2.09519, 1.87647)  0.125
H (-0.95475, -1.47140, 2.20548)  0.101
H (-0.38790, -3.25015, 2.18228)  0.088
H (4.44056, 1.75600, 0.49066)  0.049
H (4.00718, 3.35483, -0.24642)  0.076
H (5.08588, 2.11150, -0.97476)  0.074
H (-4.09783, -1.20649, -0.56814)  0.054
H (-4.23500, -0.06775, -1.74100)  0.051
H (-3.96496, 0.57889, -0.16754)  0.056
H (2.70083, 1.79992, -1.93688)  0.091
H (3.41722, 0.36406, -1.06248)  0.115
H (1.49278, 2.09186, 0.46129)  0.096
H (2.09487, 0.52104, 0.92901)  0.138
H (0.84144, -0.62079, -0.48247)  0.115
H (0.70170, 0.65092, -1.75752)  0.096
H (-0.93689, 0.48574, 0.92248)  0.073
H (-1.24883, 1.76866, -0.43811)  0.100

Output
* spin multiplicity: 1
* HOMO-LUMO gap: 9.803 eV
* net charge: +1
* ΔE to the lowest compared entry with this formula, charge and spin: 0.00 kcal/mol
* calculated total energy: -1458.1924 a.u.
* LUMO: -3.838 eV
* HOMO energy: -13.64 eV

***

Record 4
# C3H10O

A 2-piece molecular cluster, C3H10O overall in a non-equilibrium geometry (ωB97M-V with the def2-TZVPD basis set, the Open Molecules 2025 dataset).

Last column: Löwdin charge in e.
Element x y z (Å)
C (-1.99134, 0.17250, -1.62508)  -0.082
O (-1.87060, 1.64908, -1.82274)  -0.159
H (-1.63436, 2.07500, -1.02158)  0.031
H (-2.36190, 0.12010, -0.60985)  0.075
H (-2.70653, -0.02156, -2.40729)  0.075
H (-0.98059, -0.18262, -1.76728)  0.055
C (1.46075, -0.11115, 1.81734)  -0.174
C (1.46592, -0.78027, 0.44940)  -0.165
H (1.33809, -0.85669, 2.60260)  0.059
H (2.37893, 0.45925, 1.97656)  0.060
H (0.64157, 0.57724, 2.05222)  0.060
H (0.90750, -0.31620, -0.35974)  0.038
H (0.90837, -1.71028, 0.63665)  0.064
H (2.44420, -1.07439, 0.07878)  0.063

Output
* spin multiplicity: 1
* HOMO-LUMO gap: 11.236 eV
* ΔE to the lowest compared entry with this formula, charge and spin: 25.48 kcal/mol
* calculated total energy: -195.4883 a.u.
* SMILES: CC.CO
* LUMO: 0.877 eV
* HOMO energy: -10.36 eV